Record 1
Below is C6H15N3O in the gas phase at a distorted geometry, with properties calculated with wB97M-V/def2-TZVPD.

Energy above the lowest of the compared OMol25 structures with the same formula, charge and spin, kJ/mol: 451.2
Spin multiplicity: 1
Total energy, hartree: -476.969146
SMILES string: C=C(C)OC(C)(C)N(N)N
Largest force on an atom, eV/Å: 3.5
Highest occupied orbital energy, eV: -7.99
M, g/mol: 145.21

Last column: natural (NBO) charge in e.
Cartesian coordinates (Å):
C: 1.592 -1.692 0.092  -0.70
N: 0.217 0.920 -0.146  -0.15
C: 0.706 -0.847 0.965  0.36
N: 0.157 1.921 0.855  -0.68
N: 1.293 1.124 -1.033  -0.63
C: 0.949 -0.788 2.289  -0.58
H: 0.764 1.607 1.615  0.35
H: -0.751 1.947 1.314  0.36
H: 2.135 1.093 -0.459  0.35
H: 1.241 2.086 -1.365  0.34
H: 1.269 -2.735 0.137  0.23
H: 1.615 -1.424 -0.960  0.23
H: 2.625 -1.623 0.442  0.22
H: 1.721 -1.404 2.731  0.22
H: 0.267 -0.291 2.969  0.21
C: -2.309 0.780 -0.276  -0.64
C: -0.927 -0.534 -1.882  -0.64
C: -0.986 0.022 -0.454  0.42
O: -0.839 -0.946 0.549  -0.59
H: -3.132 0.100 -0.511  0.23
H: -2.368 1.659 -0.923  0.22
H: -2.462 1.090 0.761  0.21
H: 0.019 -1.022 -2.105  0.23
H: -1.708 -1.293 -1.976  0.22
H: -1.091 0.249 -2.628  0.22

Record 2
Below is 2 unconnected molecules or ions with the total composition C6H15N3O at a distorted geometry, with properties calculated with wB97M-V/def2-TZVPD.

Energy above the lowest of the compared OMol25 structures with the same formula, charge and spin, kJ/mol: 170.8
Spin multiplicity: 1
Total energy, hartree: -477.075971
SMILES string: [H]/N=N/C(N)=O.CCC(C)C
Largest force on an atom, eV/Å: 2.6
Highest occupied orbital energy, eV: -9.53
M, g/mol: 145.21

Last column: natural (NBO) charge in e.
Cartesian coordinates (Å):
C: 1.371 -0.561 0.540  -0.21
C: 1.039 0.992 0.353  -0.40
C: 0.734 -1.456 -0.506  -0.61
C: 0.970 -1.011 1.940  -0.61
C: 1.673 1.631 -0.869  -0.61
H: 2.461 -0.626 0.442  0.19
H: -0.033 1.186 0.368  0.22
H: 1.416 1.478 1.255  0.20
H: 1.242 -2.418 -0.541  0.21
H: 0.745 -1.005 -1.507  0.20
H: -0.317 -1.632 -0.291  0.20
H: 1.222 -2.058 2.093  0.20
H: -0.101 -0.886 2.076  0.22
H: 1.474 -0.420 2.702  0.21
H: 1.433 1.093 -1.783  0.19
H: 1.330 2.654 -0.988  0.21
H: 2.759 1.633 -0.778  0.21
C: -2.342 0.341 0.237  0.72
N: -3.445 -0.313 -0.201  -0.82
N: -1.586 0.934 -0.814  -0.18
N: -1.391 0.275 -1.858  -0.30
O: -2.072 0.524 1.399  -0.58
H: -3.544 -0.546 -1.174  0.41
H: -4.085 -0.692 0.474  0.41
H: -0.956 0.885 -2.566  0.33

Record 3
Below is a gas-phase ion, C6H15N3O (charge +2) at a distorted geometry, with properties calculated with wB97M-V/def2-TZVPD.

Energy above the lowest of the compared OMol25 structures with the same formula, charge and spin, kJ/mol: 478.2
Spin multiplicity: 1
Total energy, hartree: -476.382730
SMILES string: C[N@@H+]1CCC[C@H]1/C(N)=[NH+]/O
Largest force on an atom, eV/Å: 6.1
Net charge: +2
Highest occupied orbital energy, eV: -18.81
M, g/mol: 145.21

Last column: natural (NBO) charge in e.
Cartesian coordinates (Å):
C: -1.323 -1.324 -0.004  0.52
C: 0.468 1.178 1.525  -0.42
C: 0.773 -0.311 1.391  -0.42
C: 0.598 1.573 0.118  -0.24
C: 0.277 -0.759 0.035  -0.06
C: 1.483 0.394 -1.958  -0.43
N: -1.827 -1.658 -1.155  -0.73
N: -2.069 -0.999 1.040  -0.22
N: 0.438 0.458 -0.843  -0.38
O: -3.359 -1.465 1.017  -0.52
H: -0.523 1.322 1.836  0.22
H: 1.128 1.622 2.145  0.27
H: 1.911 -0.427 1.409  0.27
H: 0.167 -0.908 2.045  0.23
H: -0.159 2.369 -0.224  0.26
H: 1.680 2.042 -0.046  0.26
H: 0.867 -1.642 -0.178  0.28
H: 2.389 -0.193 -1.752  0.26
H: 1.164 0.110 -2.965  0.26
H: 1.816 1.416 -1.936  0.25
H: -1.256 -2.202 -1.894  0.46
H: -2.681 -2.140 -1.089  0.45
H: -1.776 -0.923 1.971  0.43
H: -0.344 0.691 -1.495  0.47
H: -3.910 -1.075 1.743  0.53